1.
Molecular formula: C19H31F3N10O3PRhS3
Method: DFT, ωB97M-V with the def2-TZVPD basis set

The value obtained for the LUMO energy is -5.321 eV. The energy above the lowest of the compared OMol25 structures with the same formula, charge and spin is 0.0000 eV. The total charge is +2.

XYZ file:
```
71
Properties=species:S:1:pos:R:3:forces:R:3:mulliken_charge:R:1
Rh 0.29046 -0.18679 0.88843 0.4 0.2 0.2 0.58
C -3.46377 -3.77344 2.50293 0.0 0.0 0.0 -0.80
N -2.19818 -3.27694 1.96181 0.0 0.0 0.0 0.12
C -1.13568 -4.05749 1.60387 0.0 0.0 0.0 -0.65
C -0.16498 -3.21757 1.14778 0.0 0.0 -0.1 -0.79
N -0.63838 -1.93953 1.22464 0.0 -0.1 0.0 0.77
C -1.87592 -1.98956 1.72133 0.0 -0.1 0.2 0.09
P -2.97911 -0.57205 2.05641 0.0 0.2 -0.1 -0.44
C -2.69777 0.19419 0.43448 0.0 -0.3 -0.1 -0.28
N -1.51543 0.21677 -0.18048 0.1 0.2 0.2 0.96
C -1.76114 0.50210 -1.49132 0.0 0.0 0.0 -0.83
C -3.10187 0.67135 -1.66515 0.0 0.0 0.0 -0.67
N -3.68229 0.46880 -0.44787 0.0 0.0 0.0 0.12
C -5.11198 0.57497 -0.16391 0.0 0.0 0.0 -0.78
C -1.78535 0.41160 2.99147 0.1 -0.2 0.2 -0.23
N -0.49350 0.45787 2.69182 -0.1 0.2 -0.2 0.88
C 0.12705 1.19854 3.65618 0.0 0.0 0.0 -0.89
C -0.81396 1.59280 4.55962 0.0 0.0 0.0 -0.51
N -2.01080 1.08670 4.13527 0.0 0.0 0.0 0.13
C -3.29950 1.27913 4.79800 0.0 0.0 0.0 -0.83
H -3.39117 -4.85242 2.59768 0.0 0.0 0.0 0.33
H -4.28319 -3.53067 1.83059 0.0 0.0 0.0 0.32
H -3.64909 -3.34401 3.48443 0.0 0.0 0.0 0.34
H -1.15712 -5.12928 1.69385 0.0 0.0 0.0 0.45
H 0.81358 -3.44400 0.76352 0.0 0.0 0.0 0.52
H -0.98699 0.56178 -2.23025 0.0 0.0 0.0 0.34
H -3.67719 0.92452 -2.53839 0.0 0.0 0.0 0.48
H -5.64752 0.59311 -1.10818 0.0 0.0 0.0 0.33
H -5.32091 1.49209 0.38243 0.0 0.0 0.0 0.31
H -5.44555 -0.28309 0.41454 0.0 0.0 0.0 0.33
H 1.18185 1.40074 3.63524 0.0 0.0 0.0 0.49
H -0.73223 2.19611 5.44657 0.0 0.0 0.0 0.46
H -3.14909 1.93447 5.65022 0.0 0.0 0.0 0.33
H -3.69271 0.32684 5.14701 0.0 0.0 0.0 0.34
H -4.00561 1.74741 4.11658 0.0 0.0 0.0 0.33
N 3.93273 0.52271 1.05834 -0.2 0.1 -0.3 -0.21
C 3.66433 -0.59481 1.69682 -0.2 -0.2 0.1 0.82
N 4.65698 -1.39828 2.07059 0.0 0.0 0.0 -0.42
S 2.07876 -1.08612 2.17723 -0.1 0.1 0.0 -0.21
H 4.86584 0.73395 0.74096 0.0 0.0 0.0 0.23
H 3.16383 1.11258 0.76185 0.0 0.1 0.1 -0.10
H 5.62265 -1.12177 1.99234 0.0 0.0 0.0 0.21
H 4.44836 -2.25754 2.55036 0.0 0.0 0.0 0.21
C 0.45953 1.51868 -4.89074 0.0 0.0 0.0 -1.07
C 1.40715 1.90537 -3.76228 0.0 0.1 0.0 -0.85
N 1.24540 1.08580 -2.55921 -0.1 0.3 0.2 -0.05
C 1.67873 -0.15618 -2.41603 0.1 -0.2 0.2 0.50
S 1.53004 -1.07849 -0.95651 -0.3 -0.1 0.0 -0.19
N 2.31089 -0.74581 -3.42690 0.0 0.1 0.0 -0.04
C 2.85382 -2.10799 -3.43104 0.0 0.0 0.0 -0.32
C 3.27952 -2.47593 -4.83914 0.0 0.0 0.0 -1.43
H 0.66904 2.12373 -5.77188 0.0 0.0 0.0 0.41
H -0.57445 1.70279 -4.59864 0.0 0.0 0.0 0.30
H 0.55112 0.46971 -5.17428 0.0 0.0 0.0 0.31
H 1.20957 2.92901 -3.44900 0.0 0.0 0.0 0.34
H 2.45333 1.88095 -4.08155 0.0 0.0 0.0 0.52
H 0.81246 1.54037 -1.76216 0.0 -0.1 0.0 -0.11
H 2.52848 -0.18060 -4.23388 -0.1 0.0 0.0 0.28
H 2.08275 -2.78573 -3.06570 0.0 0.0 0.0 0.38
H 3.69848 -2.16370 -2.74118 0.0 0.0 0.0 0.32
H 2.43472 -2.44266 -5.52762 0.0 0.0 0.0 0.35
H 3.68301 -3.48635 -4.85110 0.0 0.0 0.0 0.40
H 4.05929 -1.80596 -5.20559 0.0 0.0 0.0 0.38
F 2.50579 4.78604 0.89223 0.1 0.0 0.1 -0.23
C 1.99580 4.03159 -0.05911 0.0 -0.1 0.0 0.57
F 2.96141 3.21639 -0.52894 0.0 -0.1 0.0 -0.23
F 1.57820 4.78848 -1.06162 0.0 0.0 0.0 -0.21
S 0.57041 3.02175 0.59241 -0.1 -0.1 0.0 1.02
O 0.09109 3.70479 1.74525 -0.1 0.1 0.1 -0.65
O -0.31324 2.85513 -0.53555 0.3 -0.1 -0.1 -0.71
O 1.25928 1.72303 0.94008 0.0 -0.3 -0.5 -0.17
```
Positions in Å, forces in eV/Å.

---

2.
Molecular formula: C19H31F3N2O19S2
Method: DFT, ωB97M-V with the def2-TZVPD basis set

The value obtained for the LUMO energy is -0.037 eV. The SMILES is O=C1OC[C@@H](F)O1.O=C1OC[C@@H](F)O1.O=C1OC[C@@H](F)O1.O=S1(=O)OCCO1.O=S1(=O)OCCO1.CNC(C)=O.CNC(C)=O.

XYZ file:
```
76
Properties=species:S:1:pos:R:3:forces:R:3:mulliken_charge:R:1
O 3.01154 1.62258 -0.01409 -2.3 0.2 -1.1 -0.55
C 1.82827 1.36010 -0.06684 1.5 -1.5 2.5 0.68
O 0.83708 1.98417 0.56367 -0.4 2.1 0.9 -0.36
C -0.27646 1.13738 0.80493 -0.9 0.5 -1.2 -0.42
C -0.06653 0.03977 -0.17670 1.3 0.3 0.1 0.37
F -0.69161 0.24751 -1.38819 0.1 -0.3 0.8 -0.30
O 1.34494 0.13872 -0.39613 -0.4 -1.7 -1.2 -0.33
H -0.37731 0.72286 1.80798 0.6 0.4 0.2 0.31
H -1.21871 1.60426 0.51806 0.1 0.5 0.3 0.31
H -0.38158 -0.85958 0.35246 0.3 -0.7 -1.2 0.30
O 3.33878 7.46917 -6.19729 -0.6 -4.3 2.1 -0.53
C 3.20621 6.32020 -5.74866 1.0 2.7 -1.3 0.65
O 3.51597 5.89342 -4.46100 -0.2 2.3 -1.1 -0.32
C 3.19787 4.56113 -4.28348 -0.1 -1.2 0.4 -0.31
C 2.87830 4.09279 -5.68859 2.3 -0.1 -0.7 0.38
F 1.71726 3.52383 -5.75682 -3.0 -1.5 0.1 -0.28
O 2.84452 5.22979 -6.51551 0.5 1.5 1.3 -0.32
H 3.98019 4.01900 -3.75229 0.6 0.1 -0.6 0.25
H 2.36078 4.37120 -3.61169 -0.6 0.6 -0.3 0.22
H 3.60116 3.41458 -6.14204 0.2 -0.1 0.2 0.24
O 0.05268 -4.96074 1.90629 -2.6 -1.8 1.0 -0.55
C -0.93674 -5.27078 2.55000 0.9 0.7 -3.2 0.69
O -1.16772 -4.78678 3.73616 0.4 1.0 1.5 -0.29
C -2.52419 -4.91632 4.03119 -0.8 -0.4 2.7 -0.41
C -2.89823 -6.14950 3.30720 1.0 0.0 -1.0 0.33
F -4.14422 -6.12382 2.91597 -2.5 0.0 -0.7 -0.26
O -2.09715 -6.00852 2.14778 2.6 0.1 -0.2 -0.31
H -2.64949 -5.10905 5.09667 0.3 0.3 0.2 0.26
H -3.13162 -4.04179 3.79811 0.2 0.0 -0.6 0.30
H -2.74363 -7.11520 3.78846 0.4 0.1 0.2 0.22
O 1.38607 -0.48937 5.30351 3.2 2.3 1.6 -0.49
S 2.50320 0.36852 5.81768 -1.6 -1.6 -0.4 1.04
O 2.22298 1.79190 6.04833 1.4 -3.5 -0.5 -0.50
O 3.22722 -0.35983 7.14521 -0.9 2.4 -0.3 -0.35
C 4.19710 -1.33772 6.78594 -2.1 -1.4 0.0 -0.28
C 4.58026 -1.04736 5.35173 1.7 -0.3 0.0 -0.21
O 3.82633 0.05134 4.87889 -1.3 1.0 0.3 -0.29
H 5.01546 -1.49729 7.48802 0.0 1.0 0.1 0.31
H 3.57883 -2.22914 6.89184 0.5 -0.6 -0.5 0.26
H 4.54911 -1.93161 4.71517 -0.8 0.1 -0.1 0.23
H 5.63492 -0.77246 5.33650 0.0 0.5 -0.2 0.29
O 3.42565 -4.52853 -2.05625 3.7 1.0 0.8 -0.52
S 4.83990 -4.15886 -1.81121 -0.2 -0.2 -3.4 1.05
O 5.84573 -4.25379 -2.91013 -3.0 0.7 2.8 -0.54
O 4.93314 -2.65559 -1.08582 -0.8 -2.2 -1.2 -0.27
C 5.14272 -2.83854 0.29217 1.5 -0.5 0.9 -0.24
C 5.88266 -4.21893 0.46248 -0.2 1.9 0.9 -0.28
O 5.45512 -4.99539 -0.60541 -0.8 -0.6 -0.8 -0.29
H 5.79026 -1.99324 0.52511 -0.2 -0.2 0.6 0.30
H 4.28934 -2.92638 0.96459 -0.6 0.7 -0.7 0.24
H 5.50221 -4.67049 1.37871 0.5 -0.1 0.0 0.28
H 6.96086 -4.05988 0.44574 0.0 -0.4 0.0 0.28
C -4.88390 -4.29244 -1.63103 -0.3 1.4 0.0 -0.94
N -4.65624 -2.91304 -1.08018 -1.2 -1.5 0.2 -0.11
C -5.32416 -2.53739 0.07486 0.6 1.6 -0.5 0.44
C -6.82389 -2.93763 0.22413 0.7 -0.1 0.9 -0.86
O -4.78824 -1.74028 0.85319 -1.0 -1.0 -0.7 -0.63
H -5.66932 -4.28781 -2.38680 0.0 0.1 -0.2 0.31
H -5.25767 -4.92367 -0.82483 0.5 -0.2 -0.1 0.31
H -3.96750 -4.64938 -2.10105 -0.1 -0.2 0.4 0.34
H -3.84090 -2.38665 -1.35985 0.0 -0.3 0.5 0.26
H -7.29504 -3.59905 -0.50296 0.5 0.1 -0.2 0.33
H -7.41831 -2.02820 0.31190 0.3 0.2 -0.3 0.30
H -6.93945 -3.37803 1.21447 0.1 -0.3 0.0 0.26
C -5.02092 7.80825 -4.40516 1.5 -0.5 1.3 -0.82
N -4.00063 7.07327 -3.53862 -3.0 -2.2 -5.0 -0.24
C -3.25051 7.52663 -2.59826 1.5 -1.7 2.8 0.73
C -2.43621 6.44820 -1.86188 0.0 -0.1 -0.5 -0.89
O -3.25795 8.64041 -2.20692 0.2 3.8 0.9 -0.62
H -4.54845 8.49352 -5.10893 0.1 0.6 0.7 0.27
H -5.67068 8.22663 -3.63648 -0.3 0.6 -0.8 0.27
H -5.52755 7.14482 -5.10609 -0.1 -0.6 0.7 0.33
H -3.92547 6.08815 -3.74835 0.0 0.3 0.0 0.21
H -1.38432 6.59076 -2.10947 0.0 -0.1 0.0 0.20
H -2.77412 5.46243 -2.18153 0.3 -0.2 0.1 0.29
H -2.53799 6.51274 -0.77857 -0.2 0.3 -0.2 0.26
```
Positions in Å, forces in eV/Å.

---

3.
Molecular formula: C19H31IN5OS2
Method: DFT, ωB97M-V with the def2-TZVPD basis set

The value obtained for the LUMO energy is -2.853 eV. The total charge is +1.

XYZ file:
```
59
Properties=species:S:1:pos:R:3:forces:R:3:nbo_charge:R:1
S 0.27202 -0.60920 3.36018 0.0 0.1 0.2 -0.10
C 0.61120 -0.51127 1.75744 0.3 -0.2 0.0 -0.08
S -0.06835 -1.80892 0.73149 0.1 -0.6 0.0 0.27
C -1.25647 -1.05466 -0.40984 0.0 0.2 0.0 -0.54
C -2.08152 0.06150 0.23837 -0.3 -0.3 -0.4 -0.41
C -3.59274 -0.11330 -0.04658 0.1 0.3 0.0 -0.46
C -4.41635 0.50683 1.01617 -0.1 -0.1 0.2 0.47
N -4.50080 0.07666 2.26982 0.2 -0.3 0.1 -0.46
C -5.34855 0.87617 3.00571 0.1 -0.3 0.3 -0.08
C -5.79840 1.82602 2.16995 -0.3 0.3 0.1 -0.06
I -7.10721 3.34805 2.54811 0.0 0.1 -0.1 0.31
N -5.20579 1.57436 0.95044 0.1 0.3 -0.6 -0.49
N 1.47863 0.36445 1.20248 -0.9 0.8 -0.2 -0.42
C 1.82286 1.54695 2.01846 0.6 0.0 -0.1 -0.26
C 2.79376 2.51266 1.32218 -0.2 0.0 0.2 -0.08
O 2.48309 2.76145 -0.03360 0.3 0.0 -0.1 -0.52
C 2.46735 1.50793 -0.69078 -0.3 -0.2 0.3 -0.08
C 1.25126 0.75543 -0.20261 0.4 0.1 0.2 -0.25
H -0.78863 -0.72603 -1.33483 0.0 0.0 0.0 0.23
H -1.89521 -1.90155 -0.65600 0.0 -0.1 0.0 0.24
H -1.77947 1.01897 -0.18512 0.1 0.1 0.3 0.22
H -1.91943 0.06684 1.31459 0.1 0.1 0.1 0.23
H -3.86536 -1.16715 -0.09231 0.0 -0.1 0.0 0.26
H -3.84632 0.33931 -1.00315 -0.1 -0.1 -0.1 0.25
H -3.98709 -0.72185 2.61539 0.0 0.0 0.1 0.46
H -5.56574 0.69770 4.04186 0.0 0.0 0.0 0.27
H -5.32937 2.11913 0.11064 -0.1 0.1 0.0 0.45
H 0.90649 2.07209 2.29887 -0.1 -0.1 0.0 0.20
H 2.32013 1.21039 2.92432 -0.2 0.0 0.1 0.24
H 3.81857 2.14218 1.41348 0.1 -0.1 -0.1 0.18
H 2.73601 3.46282 1.84907 0.0 0.0 0.0 0.21
H 2.41565 1.63330 -1.76456 0.1 0.2 -0.1 0.21
H 3.35476 0.93567 -0.40420 0.2 0.0 -0.3 0.18
H 0.42382 1.47621 -0.19728 -0.1 -0.2 -0.3 0.18
H 1.02850 -0.09885 -0.83063 0.2 -0.1 0.1 0.24
C 2.64447 -6.72350 2.25463 0.0 0.0 0.0 -0.61
C 2.47444 -5.22328 2.46023 0.1 -0.1 0.0 -0.38
C 1.12272 -4.85726 3.08281 0.1 0.1 0.0 -0.52
C 0.00260 -5.19891 2.20889 -0.1 0.1 0.0 0.31
N -0.86755 -5.43468 1.49840 -0.1 0.0 0.0 -0.36
H 1.90210 -7.11409 1.55740 0.0 0.0 0.0 0.22
H 3.63073 -6.94672 1.84971 0.0 0.0 0.0 0.22
H 2.53981 -7.26237 3.19781 0.0 0.0 0.0 0.21
H 2.58610 -4.70266 1.50724 0.0 0.0 0.0 0.21
H 3.25939 -4.84990 3.11970 0.0 0.0 0.0 0.21
H 1.07211 -3.78541 3.28768 -0.1 0.0 0.0 0.26
H 0.99170 -5.37147 4.03668 0.0 0.0 0.0 0.25
C 2.16712 3.65417 -6.28899 0.0 0.0 0.0 -0.61
C 0.99742 4.07460 -5.40770 0.1 0.0 -0.1 -0.38
C 1.07154 3.47291 -3.99888 -0.1 0.1 -0.1 -0.52
C 0.97064 2.01344 -4.01778 0.0 0.1 0.1 0.30
N 0.89020 0.86805 -4.02878 -0.1 -0.1 0.1 -0.36
H 2.17631 2.57516 -6.44875 0.0 0.0 0.0 0.22
H 2.10253 4.13335 -7.26461 0.0 0.0 0.0 0.23
H 3.11939 3.93873 -5.83846 0.0 0.0 0.0 0.21
H 0.05555 3.78565 -5.87674 0.0 0.0 0.0 0.21
H 0.98212 5.16051 -5.30689 0.0 0.0 0.0 0.21
H 0.26613 3.86319 -3.37465 0.0 0.0 0.0 0.25
H 2.01110 3.75017 -3.51653 0.0 0.0 0.0 0.25
```
Positions in Å, forces in eV/Å.

---

4.
Molecular formula: C19H31INO4
Method: DFT, ωB97M-V with the def2-TZVPD basis set

The value obtained for the LUMO energy is 2.081 eV. The total charge is -1.

XYZ file:
```
56
Properties=species:S:1:pos:R:3:forces:R:3:nbo_charge:R:1
C 1.74602 -0.80810 -0.90523 -1.2 1.0 -6.6 -0.35
C 1.25129 -0.66104 -2.12915 2.5 -1.7 5.5 -0.01
C 0.64669 -0.79820 -3.64558 0.8 -0.6 1.9 -0.25
N 0.45747 0.55630 -4.20960 0.5 -1.4 -1.1 -0.50
C 1.62008 0.80873 -5.10474 1.1 1.2 0.9 -0.27
C 1.97314 2.36172 -5.39055 1.8 0.7 0.8 -0.13
C 3.10013 3.02567 -4.70167 -1.3 -0.7 -0.6 -0.51
C -0.88231 0.84849 -4.76165 -1.7 0.1 0.6 -0.16
C -1.06451 0.80579 -6.35352 -0.1 0.0 -6.8 0.70
O -1.86645 -0.10006 -6.86079 2.1 2.3 3.2 -0.74
O -0.42469 1.62093 -7.30611 -1.8 -2.6 5.6 -0.81
C -1.52123 2.18505 -4.03882 -0.6 -2.1 1.5 -0.32
I -1.23687 4.05592 -5.07609 -0.3 -0.4 0.2 0.10
C -1.04802 2.26437 -2.46325 -0.9 1.3 0.1 -0.43
C 0.11211 3.34955 -2.18859 0.4 -1.2 1.2 -0.64
H 2.55279 -0.82598 -0.07279 -2.2 0.1 -1.7 0.27
H -0.27979 -1.46066 -3.54859 1.1 1.3 -0.2 0.24
H 1.43479 -1.43225 -4.22945 -1.4 1.1 1.0 0.22
H 2.55899 0.39264 -4.54672 -1.7 0.9 -0.8 0.20
H 1.60563 0.21042 -6.10928 -0.3 1.5 1.4 0.23
H 1.41585 3.00445 -6.16173 1.5 -2.1 -0.2 0.26
H 3.02670 3.43371 -3.61875 0.8 -2.3 -1.2 0.20
H 4.09000 3.20766 -5.26075 -2.2 1.4 0.3 0.19
H -1.59406 0.01178 -4.35660 1.2 1.5 -0.9 0.22
H -2.67137 1.99762 -3.97876 2.1 0.5 -0.6 0.22
H -1.98684 2.62108 -1.86476 1.5 -0.6 -1.0 0.19
H -0.78739 1.22787 -2.02935 -0.2 1.6 -1.0 0.23
H 0.99678 3.09561 -2.87363 -1.4 0.8 0.9 0.23
H 0.48933 3.17575 -1.09685 -0.6 0.3 -1.8 0.20
H -0.22919 4.44614 -2.23255 0.5 -1.9 -0.3 0.22
C -0.33404 0.59682 3.71345 -0.3 -0.2 0.3 -0.43
C 0.92959 1.40536 3.89054 0.1 0.5 -0.1 -0.43
C 2.00418 0.38396 3.57749 0.2 -0.3 0.0 -0.07
O 1.44323 -0.53277 2.62796 -0.1 0.2 0.3 -0.54
C 0.02796 -0.30500 2.55151 0.0 0.0 -0.5 -0.07
H -1.22063 1.20399 3.52107 0.1 -0.1 0.0 0.22
H -0.51835 -0.00492 4.61024 -0.1 0.1 -0.1 0.20
H 0.95783 2.21527 3.15368 0.0 0.0 0.1 0.21
H 1.03536 1.84452 4.88470 0.0 0.0 -0.1 0.21
H 2.28207 -0.18710 4.47026 0.1 0.1 0.1 0.16
H 2.90607 0.83897 3.16010 0.0 -0.1 0.0 0.18
H -0.18121 0.18060 1.59237 -0.1 -0.1 0.0 0.18
H -0.50106 -1.26060 2.58104 0.1 0.0 0.0 0.18
C -0.97731 -4.24348 6.19820 0.1 -0.2 0.5 -0.43
C -1.90144 -4.68204 5.08591 0.1 -0.2 -0.5 -0.43
C -2.93778 -3.57643 5.08221 -0.3 0.2 0.1 -0.07
O -2.27193 -2.38201 5.51390 0.1 -0.3 0.0 -0.54
C -0.98566 -2.73683 6.03907 0.1 0.4 -0.2 -0.07
H 0.02419 -4.67323 6.13282 -0.1 0.1 0.0 0.22
H -1.40620 -4.51943 7.16781 0.1 0.0 -0.1 0.20
H -1.35914 -4.68894 4.13434 -0.1 0.0 0.1 0.21
H -2.33500 -5.67233 5.23890 0.0 0.1 0.0 0.22
H -3.74489 -3.78544 5.79261 0.0 -0.1 -0.1 0.16
H -3.37623 -3.41600 4.09419 0.0 0.1 0.1 0.19
H -0.22819 -2.41005 5.31801 0.1 0.0 0.1 0.17
H -0.81649 -2.21386 6.98349 -0.1 0.1 -0.1 0.18
```
Positions in Å, forces in eV/Å.